{"formula": "C28H48BErIN9O4", "method": "ωB97M-V with the def2-TZVPD basis set", "spin_multiplicity": 4, "e_above_lowest_ev": 0.0000, "total_energy_ha": -3226.8338, "s_squared": 3.753, "charge": 2, "homo_lumo_gap_ha": [0.2903, 0.2904], "symbols": ["H", "N", "C", "C", "H", "O", "H", "H", "H", "H", "H", "H", "H", "N", "O", "C", "H", "H", "C", "N", "H", "H", "C", "N", "H", "H", "C", "H", "C", "C", "N", "H", "H", "H", "C", "C", "H", "H", "H", "H", "C", "H", "H", "H", "C", "H", "C", "H", "H", "H", "C", "H", "C", "N", "H", "H", "C", "C", "C", "H", "H", "C", "Er", "C", "H", "H", "C", "H", "H", "C", "H", "C", "O", "H", "C", "N", "I", "C", "O", "N", "B", "H", "H", "N", "H", "H", "H", "C", "H", "C", "C", "H"], "positions_angstrom": [[13.969, 10.705, 9.025], [12.855, 12.511, 8.729], [13.706, 11.327, 5.855], [8.366, 7.191, 10.867], [11.227, 8.761, 6.286], [9.223, 9.299, 11.714], [14.073, 10.322, 5.628], [9.803, 13.739, 6.664], [15.016, 7.563, 11.057], [8.224, 11.513, 10.993], [13.855, 11.951, 4.979], [14.578, 9.235, 11.448], [10.393, 13.233, 5.055], [9.497, 9.474, 7.524], [12.904, 11.263, 10.702], [13.799, 14.895, 8.753], [5.070, 10.486, 10.710], [8.843, 9.295, 5.502], [6.738, 11.021, 9.401], [11.467, 8.257, 8.505], [10.414, 13.537, 14.927], [14.935, 8.106, 12.738], [12.497, 13.762, 6.888], [8.887, 9.907, 8.685], [13.045, 6.687, 12.167], [15.818, 14.054, 8.732], [10.248, 12.942, 6.088], [6.489, 9.472, 10.942], [8.605, 9.610, 6.499], [7.409, 10.149, 6.989], [11.741, 8.628, 9.813], [10.654, 15.039, 14.033], [7.646, 7.067, 13.254], [8.058, 12.712, 9.686], [14.466, 8.191, 11.757], [12.598, 6.580, 9.496], [12.557, 14.576, 6.175], [14.321, 11.686, 6.679], [13.943, 15.604, 7.933], [13.233, 16.518, 10.072], [15.174, 14.642, 9.366], [8.682, 7.578, 9.902], [13.832, 12.846, 11.666], [13.049, 5.604, 9.693], [12.434, 7.625, 10.435], [13.280, 13.264, 14.974], [12.798, 15.598, 9.698], [11.225, 7.945, 13.054], [9.661, 12.025, 6.147], [6.005, 11.600, 8.822], [8.529, 8.213, 11.899], [6.827, 12.587, 10.930], [13.688, 11.643, 9.541], [7.883, 8.040, 13.068], [9.824, 13.642, 13.266], [13.697, 11.401, 12.620], [11.861, 12.531, 12.466], [7.502, 12.009, 10.314], [12.242, 11.265, 6.250], [12.675, 8.562, 13.802], [12.886, 14.932, 14.473], [12.984, 7.732, 11.828], [10.474, 10.534, 10.339], [7.635, 10.362, 8.389], [13.959, 13.914, 13.478], [14.609, 12.143, 9.836], [11.555, 11.964, 8.120], [7.346, 6.835, 10.814], [11.625, 10.853, 5.450], [12.002, 7.027, 8.305], [11.868, 9.519, 12.545], [10.612, 13.953, 13.942], [10.764, 12.066, 11.956], [8.019, 8.705, 13.846], [12.144, 8.503, 12.855], [11.948, 10.594, 7.527], [9.604, 5.464, 11.382], [13.083, 13.912, 14.125], [10.474, 12.217, 8.787], [11.602, 12.650, 6.685], [11.053, 9.282, 7.390], [15.107, 14.157, 10.339], [11.970, 6.533, 7.344], [11.873, 13.450, 13.430], [6.494, 10.375, 6.449], [15.695, 15.579, 9.520], [11.891, 15.875, 9.170], [13.156, 12.019, 11.881], [5.463, 9.236, 9.532], [13.129, 13.718, 8.106], [5.896, 9.990, 10.194], [12.497, 14.985, 10.547]], "lowdin_charge": [0.1451, 0.0620, 0.0032, -0.4942, 0.1348, -0.1750, 0.1012, 0.1080, 0.0877, 0.0372, 0.0938, 0.0651, 0.1110, -0.0223, -0.2063, -0.3310, 0.0908, 0.1264, -0.3265, -0.0279, 0.1104, 0.0857, 0.0102, -0.0203, 0.1407, 0.0862, 0.0703, 0.0492, -0.0539, 0.0254, -0.0144, 0.1081, 0.1175, 0.0835, -0.0326, -0.0294, 0.1405, 0.0758, 0.1422, 0.0874, -0.0467, 0.0492, 0.1139, 0.1219, -0.2816, 0.1093, -0.0276, 0.0587, 0.0875, 0.1468, -0.5885, 0.0926, -0.1043, 0.2113, 0.0911, 0.1561, -0.3236, -0.0452, -0.2320, 0.0937, 0.1085, -0.3436, 1.5018, -0.2287, 0.0917, 0.1264, -0.5081, 0.0699, 0.1402, -0.0324, 0.0400, 0.0047, -0.1259, 0.1583, -0.0436, 0.1000, 0.9601, 0.0142, -0.1215, -0.0829, -0.5058, 0.0575, 0.1332, -0.1086, 0.1165, 0.0901, 0.0867, -0.0928, 0.0912, -0.1801, -0.0311, 0.0660]}